[1]
ORCA calculation (wB97M-V/def2-TZVPD) on 40 unconnected molecules or ions with the total composition H80O40 in a non-equilibrium geometry.

Computed properties:
E_HOMO = -9.96 eV
energy above the lowest of the compared OMol25 structures with the same formula, charge and spin = 12.9881 eV
LUMO energy = -0.42 eV
multiplicity = 1

Cartesian coordinates (Å):
H: 1.623 -3.872 2.811
H: 2.072 -4.864 1.672
O: 1.354 -4.281 1.818
H: 3.804 -1.732 4.686
H: 3.480 -1.526 3.326
O: 4.020 -1.086 3.959
H: 1.072 -0.709 -0.959
H: 2.505 -0.311 -1.215
O: 1.645 -0.354 -1.635
H: 0.748 0.543 -6.884
H: -0.722 0.642 -6.211
O: 0.003 -0.031 -6.451
H: -4.895 2.860 1.464
H: -4.281 1.760 0.384
O: -5.139 1.967 0.893
H: 1.312 1.859 -1.358
O: 0.599 1.646 -0.643
H: 4.962 -3.912 1.477
O: 4.401 -4.009 2.228
H: 4.147 1.165 4.108
H: 2.997 2.260 3.962
O: 3.801 1.936 3.604
H: -3.402 -3.594 -3.090
H: -4.665 -2.901 -3.744
O: -4.382 -3.654 -3.094
H: -3.514 3.936 -1.096
H: -2.940 3.901 0.514
O: -3.116 3.466 -0.315
H: 3.751 -1.649 0.564
H: 4.629 -0.490 -0.319
O: 3.846 -1.007 -0.163
H: -1.636 -1.014 -0.401
O: -1.122 -1.289 0.354
H: -3.826 -5.382 -2.094
H: -2.282 -5.490 -2.434
O: -2.934 -5.061 -1.793
H: 1.016 0.410 1.389
H: 0.613 -0.985 1.041
O: 1.357 -0.413 1.035
H: 2.795 -3.139 5.479
H: 2.500 -3.256 3.918
O: 2.893 -3.762 4.774
H: -2.928 -4.070 1.797
H: -2.737 -5.009 2.789
O: -3.177 -4.187 2.717
H: -4.094 -0.544 0.524
H: -5.287 0.196 1.352
O: -4.503 -0.417 1.407
H: -2.101 0.114 3.346
H: -2.050 0.610 1.784
O: -1.648 0.824 2.689
H: -3.042 -2.555 3.480
O: -2.348 -2.235 3.988
H: 0.310 0.692 -2.850
H: 0.900 1.577 -4.254
O: 0.333 1.172 -3.586
H: 1.644 2.181 3.078
O: 0.847 2.238 2.528
H: 3.989 4.237 1.045
H: 3.410 3.907 -0.313
O: 3.248 4.346 0.505
H: -2.742 1.851 -0.485
H: -1.325 0.938 -0.812
O: -2.265 0.898 -0.512
H: -0.337 3.489 4.281
H: 1.020 3.059 4.850
O: 0.343 3.751 4.828
H: -1.106 5.355 1.454
H: -1.636 4.560 2.548
O: -1.993 5.111 1.817
H: -0.069 -4.340 0.084
H: -1.544 -4.521 -0.540
O: -0.885 -3.934 -0.473
H: 1.163 -2.486 -3.170
H: 2.305 -2.094 -2.013
O: 2.166 -2.698 -2.809
H: -1.731 3.474 -3.348
H: -0.502 2.894 -2.778
O: -1.065 3.671 -2.739
H: 4.384 -1.519 -4.969
H: 3.434 -1.827 -3.968
O: 3.695 -1.067 -4.547
H: -5.178 0.982 -1.633
H: -6.321 0.591 -2.483
O: -5.399 0.695 -2.522
H: -1.747 1.712 -3.691
H: -2.756 0.966 -3.006
O: -2.709 1.848 -3.512
H: 2.586 2.425 0.186
O: 3.281 1.707 0.185
H: 0.013 -1.121 -3.558
H: -0.631 -1.945 -2.470
O: -0.142 -2.052 -3.296
H: -1.510 -2.599 3.803
H: 0.370 2.467 -0.241
H: 1.109 1.688 1.811
H: 3.493 -4.110 2.225
H: -1.035 -2.221 0.236
H: 3.237 1.484 1.140
O: 0.849 -1.825 3.233
H: 0.910 -0.871 3.648
H: -0.108 -1.896 2.820
O: 3.093 2.344 -2.630
H: 2.722 1.738 -3.290
H: 3.455 1.780 -2.031
O: 0.977 0.467 4.352
H: 0.671 0.149 5.290
H: 0.229 1.005 3.896
O: -1.421 5.944 -0.970
H: -0.643 6.400 -0.939
H: -1.407 5.162 -1.538
O: 1.148 -5.492 -3.924
H: 1.837 -4.916 -3.997
H: 0.264 -5.187 -3.997
O: -2.314 2.974 4.234
H: -2.876 3.567 3.738
H: -2.127 2.119 3.751
O: 1.919 2.452 -5.049
H: 2.270 3.363 -4.887
H: 2.726 1.984 -5.171

***

[2]
ORCA calculation (wB97M-V/def2-TZVPD) on 40 unconnected molecules or ions with the total composition H80O40 in a non-equilibrium geometry.

Computed properties:
E_HOMO = -10.10 eV
energy above the lowest of the compared OMol25 structures with the same formula, charge and spin = 15.8748 eV
LUMO energy = -0.86 eV
multiplicity = 1

Cartesian coordinates (Å):
H: -2.834 -2.195 4.129
H: -2.741 -0.702 4.666
O: -3.160 -1.319 4.042
H: 0.960 4.384 -1.891
H: 1.551 5.023 -3.062
O: 1.136 5.241 -2.149
H: -0.239 0.753 3.145
H: -0.297 1.424 1.689
O: -0.882 0.839 2.346
H: -4.738 0.753 2.670
H: -4.200 -0.783 2.790
O: -4.720 -0.083 2.241
H: -3.934 5.515 0.836
H: -3.896 4.222 -0.160
O: -3.393 5.005 0.420
H: 1.342 -5.747 -3.239
O: 0.751 -5.089 -3.320
H: -1.323 -2.860 2.373
O: -1.838 -3.539 2.852
H: -2.180 -3.001 -1.316
H: -1.407 -2.516 -2.422
O: -2.041 -2.078 -1.788
H: -4.611 0.001 0.104
H: -4.739 0.092 -1.595
O: -4.957 0.530 -0.724
H: -1.338 -4.271 -3.608
H: -1.787 -5.301 -2.435
O: -2.166 -4.670 -3.204
H: -3.511 2.493 1.128
H: -4.037 1.667 -0.287
O: -3.448 2.427 0.134
H: -4.968 -1.681 -0.789
O: -4.511 -1.759 -1.641
H: 4.064 0.436 -2.558
H: 3.009 1.289 -3.829
O: 3.284 0.674 -3.108
H: 1.403 1.028 2.322
H: 2.961 1.102 2.626
O: 2.187 0.673 3.075
H: 0.752 2.118 5.935
H: 1.818 1.292 5.635
O: 1.231 1.980 5.150
H: 4.709 1.641 -0.755
H: 3.004 1.694 -1.018
O: 3.823 1.874 -0.436
H: 1.484 3.603 2.750
H: 0.932 3.813 4.174
O: 1.120 4.202 3.256
H: 3.247 -2.998 -0.775
H: 3.233 -2.314 0.640
O: 3.418 -3.153 0.062
H: 1.434 -1.697 1.645
O: 1.451 -0.831 1.011
H: 4.883 -1.715 2.577
H: 3.939 -1.136 3.662
O: 3.998 -1.793 2.978
H: 1.264 -1.755 4.923
O: 0.427 -1.124 4.880
H: 0.231 -0.121 -1.235
H: 1.377 0.255 -2.306
O: 1.070 0.222 -1.302
H: -2.479 0.378 0.252
H: -1.861 -0.385 -1.018
O: -2.020 0.545 -0.640
H: 0.450 2.367 0.636
H: 1.705 1.345 0.360
O: 1.243 1.993 1.027
H: -1.291 2.034 -0.577
H: -1.562 3.451 -0.210
O: -0.776 2.904 -0.413
H: 1.246 3.163 -5.922
H: 1.984 1.896 -4.910
O: 2.122 2.703 -5.586
H: 1.854 5.718 -0.203
H: 2.628 5.607 0.998
O: 2.710 6.128 0.214
H: 4.509 -3.767 3.052
H: 3.721 -4.746 2.279
O: 3.603 -4.296 3.072
H: 6.421 -0.198 -1.326
H: 5.013 -0.408 -0.487
O: 5.652 -0.778 -1.160
H: -3.011 2.660 3.485
H: -2.381 1.283 3.143
O: -3.075 1.764 3.554
H: 1.464 -4.548 -0.411
H: 0.483 -5.350 -1.168
O: 0.828 -5.196 -0.290
H: -2.005 4.193 3.701
O: -3.050 4.358 3.704
H: -3.311 -2.566 0.953
H: -3.206 -1.183 1.660
O: -2.891 -1.723 0.964
H: 0.563 -0.860 0.668
H: 1.274 -4.561 -3.799
H: 0.369 -0.567 4.169
H: -1.344 -3.477 3.690
H: -3.755 -2.201 -1.880
H: -3.099 4.617 2.759
O: 0.623 -3.071 2.340
H: 1.025 -3.901 2.404
H: 0.106 -3.064 1.511
O: -1.158 2.903 -3.785
H: -1.616 2.453 -2.956
H: -1.812 2.647 -4.425
O: 1.835 -2.301 -3.385
H: 1.905 -1.402 -3.022
H: 1.528 -2.800 -2.532
O: -3.075 0.980 -4.577
H: -3.444 0.953 -3.719
H: -3.540 0.260 -5.034
O: 0.206 0.335 -6.017
H: -0.662 0.186 -5.853
H: 0.807 -0.392 -5.756
O: 4.030 0.011 1.151
H: 3.814 -0.580 1.724
H: 3.560 0.740 0.770
O: -0.311 -2.900 -4.742
H: 0.579 -2.945 -4.835
H: -0.723 -2.443 -5.519

***

[3]
ORCA calculation (wB97M-V/def2-TZVPD) on 40 unconnected molecules or ions with the total composition H80O40 in a non-equilibrium geometry.

Computed properties:
E_HOMO = -10.66 eV
energy above the lowest of the compared OMol25 structures with the same formula, charge and spin = 9.7577 eV
LUMO energy = -0.42 eV
multiplicity = 1

Cartesian coordinates (Å):
H: -0.885 1.982 -2.148
H: -0.365 3.338 -2.436
O: -0.088 2.515 -2.039
H: -3.130 -0.843 4.106
H: -2.429 -2.177 4.250
O: -2.812 -1.597 3.581
H: -0.933 5.766 -3.480
H: -1.770 5.814 -2.165
O: -1.038 6.236 -2.629
H: 2.881 -1.755 3.243
H: 3.537 -0.694 2.192
O: 3.310 -0.900 3.094
H: -2.872 0.002 -1.684
H: -1.463 0.052 -2.470
O: -2.395 0.329 -2.465
H: 0.266 -2.291 4.107
O: 1.192 -2.291 4.302
H: 2.868 -1.288 -0.870
O: 3.501 -0.579 -0.705
H: 0.520 0.801 -1.426
H: 0.326 -0.516 -0.701
O: -0.130 0.073 -1.348
H: -0.262 2.240 4.136
H: 0.313 1.998 5.463
O: -0.520 2.253 5.050
H: 4.534 1.179 2.785
H: 5.194 0.012 3.416
O: 5.236 0.971 3.410
H: -2.503 1.874 4.853
H: -2.593 2.294 6.201
O: -3.100 1.721 5.600
H: -3.096 5.629 1.384
O: -3.019 5.218 0.515
H: 1.148 2.138 -4.478
H: 0.605 2.442 -5.885
O: 0.820 1.721 -5.279
H: 0.413 5.012 3.532
H: -0.237 4.626 2.134
O: 0.453 4.401 2.790
H: -1.449 -0.971 -0.364
H: -2.803 -1.109 0.277
O: -1.960 -0.650 0.430
H: 0.298 -3.730 -1.352
H: -0.019 -3.436 0.076
O: 0.750 -3.392 -0.513
H: -1.692 -3.796 0.856
H: -3.268 -3.599 1.421
O: -2.495 -3.294 0.956
H: -2.044 -4.938 -1.977
H: -2.328 -4.159 -3.199
O: -2.113 -4.011 -2.264
H: -2.146 0.535 -4.667
O: -1.221 0.579 -4.990
H: 0.035 -1.161 2.118
H: -1.045 -1.931 1.496
O: -0.237 -2.078 1.965
H: -5.523 -1.311 2.294
O: -5.379 -0.474 2.731
H: 2.789 5.531 1.144
H: 1.444 5.043 0.927
O: 2.035 5.742 0.585
H: 3.991 -0.773 -4.639
H: 2.727 -0.761 -5.477
O: 3.635 -0.462 -5.470
H: 1.696 -2.038 -3.984
H: 2.149 -3.385 -4.643
O: 1.946 -2.967 -3.800
H: -0.349 0.862 2.359
H: 1.174 0.838 2.328
O: 0.416 0.891 2.943
H: 1.651 5.835 -2.977
H: 0.372 4.942 -2.770
O: 1.173 5.089 -3.339
H: 4.886 4.321 -0.784
H: 4.327 4.599 0.711
O: 4.783 4.019 0.114
H: -0.103 -6.640 -1.280
H: 0.054 -5.229 -0.331
O: -0.402 -5.785 -0.973
H: 1.146 -0.327 -2.753
H: 0.408 -0.117 -4.073
O: 1.282 -0.327 -3.718
H: -5.679 0.142 -1.059
H: -5.783 1.491 -0.354
O: -6.326 0.787 -0.712
H: 1.962 1.210 -0.157
H: 1.237 -0.041 0.525
O: 1.680 0.786 0.663
H: -1.864 -1.467 -4.239
O: -2.074 -2.361 -4.488
H: 2.575 -5.334 2.643
H: 3.038 -4.334 3.492
O: 3.096 -4.529 2.548
H: -0.683 1.369 -5.043
H: 1.858 -1.768 4.722
H: -4.440 -0.279 2.791
H: 4.007 -0.833 0.078
H: -3.494 4.362 0.543
H: -2.587 -2.574 -5.259
O: 4.027 -4.071 -1.432
H: 3.137 -4.422 -1.373
H: 4.114 -3.632 -2.315
O: 2.497 2.353 -1.457
H: 3.356 2.406 -1.024
H: 2.345 3.262 -1.775
O: -1.749 -5.046 3.441
H: -1.477 -4.160 3.119
H: -2.414 -4.826 4.100
O: 5.132 -2.699 0.812
H: 4.697 -3.552 0.640
H: 5.233 -2.336 -0.070
O: -3.893 2.324 2.317
H: -4.318 2.104 3.142
H: -3.077 2.815 2.237
O: -4.690 -1.973 -0.914
H: -4.142 -2.423 -1.562
H: -5.609 -1.989 -1.200
O: -0.913 1.678 0.865
H: -0.019 1.210 0.824
H: -1.562 1.051 0.397

***

Number 1: HOMO-LUMO gap 9.54 eV. Number 2: HOMO-LUMO gap 9.25 eV. Number 3: HOMO-LUMO gap 10.24 eV.